[1]
Formula: C38H72BrF13N15O25S
Source: the Open Molecules 2025 dataset
Level of theory: wB97M-V/def2-TZVPD

Last columns: bonded neighbours and bond lengths (Å).
Geometry (Å):
1 C 1.72584 -0.40335 5.43228  C2 1.595, H50 1.114, H51 1.126, H52 1.124
2 C 2.39111 -1.09741 4.15994  C1 1.595, C3 1.585, H53 1.120, H54 1.121
3 C 2.07672 -0.33941 2.80425  C2 1.585, Br4 1.976, C5 1.569, H55 1.126
4 Br 2.07785 1.59149 3.22598  C3 1.976
5 C 2.94587 -0.79040 1.57822  C3 1.569, C6 1.604, C11 1.567, N29 1.523
6 C 2.71005 -2.37604 1.53880  C5 1.604, C7 1.551, H56 1.128, H57 1.126
7 C 3.73678 -3.31733 2.22132  C6 1.551, C8 1.589, H58 1.115, H59 1.126
8 C 3.23276 -4.80451 1.97854  C7 1.589, O9 1.438, H60 1.130, H61 1.123
9 O 1.88704 -5.00019 2.44702  C8 1.438, C10 1.459
10 C 1.31500 -6.01113 1.56487  O9 1.459, H62 1.115, H63 1.121, H64 1.127
11 C 4.37051 -0.18678 1.33095  C5 1.567, C12 1.572, N17 1.509, H65 1.133
12 C 5.67376 -0.78304 1.97628  C11 1.572, C13 1.570, H66 1.125, H67 1.127
13 C 6.62571 -1.58875 1.02221  C12 1.570, O14 1.444, H68 1.130, H69 1.124
14 O 5.95688 -2.28385 -0.05263  C13 1.444, C15 1.381
15 C 6.81005 -3.09820 -0.77123  O14 1.381, O16 1.200, H70 1.127
16 O 7.99564 -2.91277 -0.76410  C15 1.200
17 N 4.46466 0.23678 -0.11403  C11 1.509, C18 1.408, H71 1.019
18 C 3.47184 -0.52162 -0.76342  N17 1.408, N19 1.296, N29 1.465
19 N 3.50084 -1.06328 -1.94060  C18 1.296, C20 1.484, H72 1.024
20 C 4.71437 -0.92927 -2.78375  N19 1.484, C21 1.597, H73 1.113, H74 1.127
21 C 4.39509 -0.89432 -4.34834  C20 1.597, C22 1.582, H75 1.123, H76 1.117
22 C 3.02724 -0.18274 -4.70409  C21 1.582, C23 1.584, H77 1.126, H78 1.118
23 C 1.96669 -1.21687 -5.26552  C22 1.584, N24 1.472, H79 1.117, H80 1.119
24 N 0.72646 -1.33218 -4.48145  C23 1.472, C25 1.394, C28 1.382
25 C 0.33497 -0.78079 -3.26189  N24 1.394, C26 1.447, H81 1.106
26 C -0.98172 -1.22266 -2.85720  C25 1.447, C27 1.490, H82 1.111
27 C -1.45678 -2.09991 -3.96361  C26 1.490, C28 1.454, H83 1.105
28 C -0.33952 -2.10941 -4.89417  N24 1.382, C27 1.454, H84 1.108
29 N 2.37040 -0.48152 0.20201  C5 1.523, C18 1.465, C30 1.495
30 C 1.85442 0.89812 -0.05470  N29 1.495, C31 1.582, H85 1.116, H86 1.130
31 C 0.28484 0.91016 0.14515  C30 1.582, C32 1.586, H87 1.126, H88 1.121
32 C -0.40744 2.17371 -0.51722  C31 1.586, F33 1.377, F34 1.400, C35 1.600
33 F 0.45367 2.92204 -1.28867  C32 1.377
34 F -1.33468 1.62923 -1.41384  C32 1.400
35 C -1.20118 3.05842 0.55415  C32 1.600, F36 1.381, F37 1.380, C38 1.574
36 F -2.33323 2.31460 0.82179  C35 1.381
37 F -0.36016 3.13715 1.64493  C35 1.380
38 C -1.53126 4.51307 0.05179  C35 1.574, F39 1.371, F40 1.398, C41 1.570
39 F -0.40855 5.28609 -0.09206  C38 1.371
40 F -1.95234 4.33669 -1.27000  C38 1.398
41 C -2.73861 5.25694 0.72561  C38 1.570, F42 1.377, F43 1.373, S44 1.872
42 F -2.87410 6.44382 0.04051  C41 1.377
43 F -3.92604 4.60900 0.48988  C41 1.373
44 S -2.65426 5.65128 2.55339  C41 1.872, F45 1.670, F46 1.611, F47 1.618, F48 1.653, F49 1.621
45 F -2.70281 7.28117 2.19172  S44 1.670
46 F -1.04657 5.72296 2.63538  S44 1.611
47 F -2.74269 4.10832 3.03340  S44 1.618
48 F -4.30638 5.68353 2.57740  S44 1.653
49 F -2.70078 6.08042 4.11596  S44 1.621
50 H 2.37727 0.37358 5.89319  C1 1.114
51 H 1.57265 -1.19524 6.21808  C1 1.126
52 H 0.69606 -0.01526 5.20484  C1 1.124
53 H 3.49682 -1.08958 4.33583  C2 1.120
54 H 1.95351 -2.12915 4.13899  C2 1.121
55 H 1.01335 -0.60259 2.54232  C3 1.126
56 H 2.58356 -2.73179 0.47630  C6 1.128
57 H 1.70491 -2.56576 2.01029  C6 1.126
58 H 4.78376 -3.30022 1.83717  C7 1.115
59 H 3.81770 -3.23424 3.34152  C7 1.126
60 H 3.87590 -5.52345 2.56621  C8 1.130
61 H 3.30094 -5.03374 0.88171  C8 1.123
62 H 0.40201 -6.48286 1.99742  C10 1.115
63 H 1.11305 -5.51394 0.58025  C10 1.121
64 H 2.11821 -6.79303 1.44903  C10 1.127
65 H 4.35822 0.84026 1.80884  C11 1.133
66 H 5.48737 -1.41076 2.89062  C12 1.125
67 H 6.28550 0.08236 2.35870  C12 1.127
68 H 7.34776 -0.86342 0.54431  C13 1.130
69 H 7.27796 -2.29599 1.60333  C13 1.124
70 H 6.42286 -3.93700 -1.41724  C15 1.127
71 H 5.40531 0.26304 -0.50615  N17 1.019
72 H 2.69526 -1.58057 -2.30345  N19 1.024
73 H 5.49747 -1.69720 -2.59470  C20 1.113
74 H 5.13068 0.09341 -2.55820  C20 1.127
75 H 5.21811 -0.34838 -4.88226  C21 1.123
76 H 4.44679 -1.95170 -4.70383  C21 1.117
77 H 3.25197 0.52077 -5.55364  C22 1.126
78 H 2.65291 0.46655 -3.87464  C22 1.118
79 H 1.70609 -0.97223 -6.32403  C23 1.117
80 H 2.45260 -2.22458 -5.25751  C23 1.119
81 H 1.01041 -0.11518 -2.69262  C25 1.106
82 H -1.47995 -0.93188 -1.90821  C26 1.111
83 H -2.42803 -2.62217 -4.03864  C27 1.105
84 H -0.47549 -2.71953 -5.80956  C28 1.108
85 H 2.38701 1.72655 0.47065  C30 1.116
86 H 2.01672 1.08608 -1.15749  C30 1.130
87 H -0.07850 -0.01479 -0.38401  C31 1.126
88 H -0.02569 0.76554 1.21209  C31 1.121
89 C 0.25406 -7.63859 -2.69158  N90 1.486, H93 1.087, H94 1.088, H95 1.099
90 N 1.13429 -7.46881 -1.50701  C89 1.486, O91 1.220, O92 1.216
91 O 1.87390 -6.49912 -1.48415  N90 1.220
92 O 1.05356 -8.31417 -0.63608  N90 1.216
93 H 0.43349 -6.81680 -3.37976  C89 1.087
94 H 0.50587 -8.59110 -3.15331  C89 1.088
95 H -0.78628 -7.63177 -2.33661  C89 1.099
96 C -4.59479 1.25461 2.49668  N97 1.487, H100 1.087, H101 1.088, H102 1.087
97 N -5.35815 0.05326 2.92783  C96 1.487, O98 1.213, O99 1.217
98 O -6.51304 0.21451 3.26344  N97 1.213
99 O -4.76216 -1.00811 2.91118  N97 1.217
100 H -5.24391 2.12389 2.56067  C96 1.087
101 H -3.74277 1.35891 3.16504  C96 1.088
102 H -4.27422 1.08726 1.47175  C96 1.087
103 C 3.01917 -9.33681 4.05583  N104 1.486, H107 1.086, H108 1.088, H109 1.086
104 N 3.89199 -8.16296 3.79227  C103 1.486, O105 1.216, O106 1.219
105 O 3.79030 -7.20704 4.53634  N104 1.216
106 O 4.65153 -8.24358 2.84246  N104 1.219
107 H 2.40071 -9.12519 4.92340  C103 1.086
108 H 2.40432 -9.49271 3.17194  C103 1.088
109 H 3.66516 -10.19014 4.24111  C103 1.086
110 C -7.16680 6.16237 1.39919  N111 1.487, H114 1.088, H115 1.088, H116 1.087
111 N -8.49825 5.65006 0.97999  C110 1.487, O112 1.215, O113 1.214
112 O -9.20239 6.40534 0.33923  N111 1.215
113 O -8.78005 4.51525 1.30809  N111 1.214
114 H -7.05499 7.18222 1.03836  C110 1.088
115 H -7.12897 6.13045 2.48600  C110 1.088
116 H -6.41434 5.51248 0.95995  C110 1.087
117 C 7.99269 -0.44035 -7.93293  N118 1.488, H121 1.086, H122 1.088, H123 1.088
118 N 6.80759 -1.20664 -7.46128  C117 1.488, O119 1.220, O120 1.213
119 O 6.80873 -1.59193 -6.30340  N118 1.220
120 O 5.91953 -1.39491 -8.26581  N118 1.213
121 H 8.69928 -0.35067 -7.11300  C117 1.086
122 H 8.43047 -0.99170 -8.76194  C117 1.088
123 H 7.64373 0.53927 -8.25185  C117 1.088
124 C -5.54273 6.39778 -1.76485  N125 1.487, H128 1.086, H129 1.088, H130 1.089
125 N -6.29519 6.34141 -3.04580  C124 1.487, O126 1.214, O127 1.218
126 O -6.81826 5.28687 -3.34165  N125 1.214
127 O -6.33111 7.36402 -3.70592  N125 1.218
128 H -5.59483 5.42439 -1.28619  C124 1.086
129 H -4.51274 6.65693 -1.99910  C124 1.088
130 H -6.01135 7.16019 -1.14493  C124 1.089
131 C -8.64047 9.88375 -2.91793  N132 1.487, H135 1.086, H136 1.088, H137 1.088
132 N -7.80177 10.01733 -1.69719  C131 1.487, O133 1.212, O134 1.221
133 O -7.06982 10.98067 -1.62151  N132 1.212
134 O -7.91157 9.14061 -0.85384  N132 1.221
135 H -8.43945 10.72663 -3.57245  C131 1.086
136 H -8.37003 8.94628 -3.39981  C131 1.088
137 H -9.68137 9.87911 -2.60156  C131 1.088
138 C -0.48010 8.99490 2.76946  N139 1.488, H142 1.087, H143 1.087, H144 1.087
139 N 0.37822 10.12440 3.21693  C138 1.488, O140 1.216, O141 1.215
140 O 1.21901 10.53134 2.43783  N139 1.216
141 O 0.17411 10.55795 4.33306  N139 1.215
142 H -0.18404 8.71712 1.76151  C138 1.087
143 H -0.32519 8.16854 3.45908  C138 1.087
144 H -1.51199 9.33511 2.78629  C138 1.087
145 C -9.72125 9.33035 1.85003  N146 1.488, H149 1.086, H150 1.087, H151 1.088
146 N -10.69180 10.06545 2.70507  C145 1.488, O147 1.216, O148 1.216
147 O -11.42290 9.40528 3.41821  N146 1.216
148 O -10.68203 11.27877 2.62701  N146 1.216
149 H -9.84107 8.26517 2.02178  C145 1.086
150 H -9.93901 9.57976 0.81508  C145 1.087
151 H -8.72269 9.65695 2.13228  C145 1.088
152 C 5.45376 -11.93932 1.27807  N153 1.488, H156 1.086, H157 1.088, H158 1.088
153 N 5.29167 -12.50737 2.64342  C152 1.488, O154 1.220, O155 1.212
154 O 4.37767 -12.07631 3.32626  N153 1.220
155 O 6.08352 -13.36086 2.97949  N153 1.212
156 H 4.68160 -11.19240 1.11670  C152 1.086
157 H 6.44277 -11.49008 1.22579  C152 1.088
158 H 5.35452 -12.75810 0.56896  C152 1.088
159 C -4.00762 -9.30917 -0.98502  N160 1.487, H163 1.086, H164 1.088, H165 1.088
160 N -3.09745 -8.18416 -1.32718  C159 1.487, O161 1.212, O162 1.223
161 O -3.12516 -7.20262 -0.61711  N160 1.212
162 O -2.38075 -8.33055 -2.30675  N160 1.223
163 H -4.57729 -9.03959 -0.10066  C159 1.086
164 H -4.66619 -9.46813 -1.83604  C159 1.088
165 H -3.38990 -10.18430 -0.79559  C159 1.088

Properties
- net charge = +1
- calculated total energy (eV) = -230273.9197
- E_LUMO (eV) = -2.9

***

[2]
Formula: C38H72FNO8
Source: the Open Molecules 2025 dataset
Level of theory: wB97M-V/def2-TZVPD

Last columns: bonded neighbours and bond lengths (Å).
Geometry (Å):
1 C 3.48678 1.32585 2.32932  C2 1.490, H25 1.193, H26 1.171
2 C 2.93659 1.77475 1.01912  C1 1.490, C3 1.673, H27 1.170
3 C 2.15547 0.64300 0.06594  C2 1.673, C4 1.506, C23 1.673
4 C 2.84578 -0.12838 -1.02729  C3 1.506, C5 1.639, C9 1.669
5 C 4.44280 0.06747 -1.33725  C4 1.639, C6 1.639, H28 1.194, H29 1.185
6 C 4.79344 0.86232 -2.72683  C5 1.639, C7 1.661, H30 1.193, H31 1.170
7 C 5.01870 2.45289 -2.30628  C6 1.661, N8 1.532, H32 1.170, H33 1.193
8 N 3.61972 3.03520 -2.07760  C7 1.532, H34 1.058, H35 1.045
9 C 1.93736 -1.20385 -1.92321  C4 1.669, O10 1.335, C11 1.670
10 O 2.59593 -2.14374 -2.60495  C9 1.335
11 C 0.27813 -1.01712 -1.96152  C9 1.670, C12 1.661, C22 1.673
12 C -0.54578 -1.68444 -3.23978  C11 1.661, C13 1.643, H36 1.184
13 C -2.17469 -1.47057 -3.23272  C12 1.643, C14 1.662, H37 1.186
14 C -2.93776 -0.60288 -2.03874  C13 1.662, C15 1.673, C18 1.672
15 C -4.59901 -0.51035 -2.20948  C14 1.673, C16 1.651, H38 1.191, H39 1.176
16 C -5.34630 -1.14443 -0.88061  C15 1.651, C17 1.638, H40 1.193, H41 1.194
17 C -6.73568 -1.95169 -1.20077  C16 1.638, H42 1.194, H43 1.170, H44 1.184
18 C -2.12382 0.11494 -0.76639  C14 1.672, C19 1.640, C22 1.673
19 C -2.87431 1.00747 0.38638  C18 1.640, C20 1.673, F21 1.511, H45 1.194
20 C -3.91836 2.15688 -0.23690  C19 1.673, H46 1.170, H47 1.194, H48 1.172
21 F -3.56025 0.12606 1.40443  C19 1.511
22 C -0.47156 -0.14516 -0.74626  C11 1.673, C18 1.673, C23 1.646
23 C 0.53903 0.40940 0.42924  C3 1.673, C22 1.646, O24 1.339
24 O 0.20724 0.65417 1.70351  C23 1.339
25 H 2.80935 0.96144 3.24087  C1 1.193
26 H 4.64275 1.39305 2.50303  C1 1.171
27 H 3.02566 2.90311 0.72093  C2 1.170
28 H 4.89569 -1.03072 -1.45336  C5 1.194
29 H 4.99850 0.52983 -0.39845  C5 1.185
30 H 5.87089 0.48068 -3.06920  C6 1.193
31 H 3.96481 0.69991 -3.53673  C6 1.170
32 H 5.51189 2.98673 -3.22314  C7 1.170
33 H 5.71491 2.55964 -1.34346  C7 1.193
34 H 3.24257 3.24507 -3.04339  N8 1.058
35 H 3.67856 3.95866 -1.59193  N8 1.045
36 H 0.02601 -2.27202 -4.09425  C12 1.184
37 H -2.81954 -1.94020 -4.11022  C13 1.186
38 H -4.94871 -1.18500 -3.12705  C15 1.191
39 H -4.96718 0.58235 -2.43893  C15 1.176
40 H -4.59761 -1.81721 -0.23937  C16 1.193
41 H -5.64182 -0.24922 -0.14797  C16 1.194
42 H -7.33892 -1.99854 -0.17180  C17 1.194
43 H -6.55076 -3.06222 -1.51979  C17 1.170
44 H -7.43685 -1.37624 -1.96165  C17 1.184
45 H -2.10218 1.64942 1.03268  C19 1.194
46 H -3.67741 2.28617 -1.37472  C20 1.170
47 H -5.05809 1.85837 -0.04215  C20 1.194
48 H -3.76084 3.18034 0.31130  C20 1.172
49 C 3.32747 -2.29370 4.50013  C50 1.520, H53 1.096, H54 1.095, H55 1.094
50 C 4.78604 -2.26047 4.92817  C49 1.520, C51 1.520, O52 1.425, H56 1.095
51 C 4.95849 -2.77356 6.34890  C50 1.520, H57 1.096, H58 1.095, H59 1.094
52 O 5.27165 -0.92301 4.84680  C50 1.425, H60 0.972
53 H 2.71489 -1.65466 5.14595  C49 1.096
54 H 3.21695 -1.91010 3.48022  C49 1.095
55 H 2.92845 -3.31218 4.53668  C49 1.094
56 H 5.38492 -2.86892 4.24187  C50 1.095
57 H 4.40367 -2.15152 7.06024  C51 1.096
58 H 6.01139 -2.73225 6.64781  C51 1.095
59 H 4.60833 -3.80641 6.44087  C51 1.094
60 H 4.74555 -0.37544 5.45301  O52 0.972
61 C -7.85408 4.13759 -1.26016  C62 1.520, H65 1.096, H66 1.095, H67 1.094
62 C -8.55279 2.98468 -0.55707  C61 1.520, C63 1.520, O64 1.425, H68 1.095
63 C -9.61375 3.48627 0.40950  C62 1.520, H69 1.096, H70 1.095, H71 1.094
64 O -7.58987 2.21387 0.15696  C62 1.425, H72 0.972
65 H -7.34578 4.78658 -0.53826  C61 1.096
66 H -7.08477 3.76213 -1.94338  C61 1.095
67 H -8.56607 4.74113 -1.83172  C61 1.094
68 H -9.01420 2.32565 -1.30047  C62 1.095
69 H -9.16779 4.11222 1.19057  C63 1.096
70 H -10.09966 2.64625 0.91734  C63 1.095
71 H -10.37847 4.07031 -0.11200  C63 1.094
72 H -7.17497 2.79110 0.81935  O64 0.972
73 C 0.38585 -5.72532 6.96851  C74 1.520, H77 1.096, H78 1.095, H79 1.094
74 C 1.84442 -5.69209 7.39654  C73 1.520, C75 1.520, O76 1.425, H80 1.095
75 C 2.01686 -6.20518 8.81728  C74 1.520, H81 1.096, H82 1.095, H83 1.094
76 O 2.33002 -4.35464 7.31518  C74 1.425, H84 0.972
77 H -0.22673 -5.08629 7.61433  C73 1.096
78 H 0.27532 -5.34172 5.94859  C73 1.095
79 H -0.01317 -6.74380 7.00505  C73 1.094
80 H 2.44329 -6.30055 6.71025  C74 1.095
81 H 1.46205 -5.58314 9.52862  C75 1.096
82 H 3.06976 -6.16387 9.11618  C75 1.095
83 H 1.66671 -7.23804 8.90925  C75 1.094
84 H 1.80393 -3.80706 7.92139  O76 0.972
85 C -1.88474 0.96399 -6.65358  C86 1.520, H89 1.096, H90 1.095, H91 1.094
86 C -2.94658 -0.07353 -6.98186  C85 1.520, C87 1.520, O88 1.425, H92 1.095
87 C -3.05031 -0.30521 -8.48088  C86 1.520, H93 1.096, H94 1.095, H95 1.094
88 O -4.20713 0.36698 -6.48368  C86 1.425, H96 0.972
89 H -2.12730 1.93063 -7.10908  C85 1.096
90 H -1.82982 1.12952 -5.57230  C85 1.095
91 H -0.89968 0.64714 -7.01012  C85 1.094
92 H -2.70709 -1.01693 -6.47934  C86 1.095
93 H -3.33416 0.61649 -9.00114  C87 1.096
94 H -3.82682 -1.04501 -8.70310  C87 1.095
95 H -2.10017 -0.66007 -8.89219  C87 1.094
96 H -4.42788 1.20431 -6.92442  O88 0.972
97 C 8.20470 5.93990 -2.32214  C98 1.520, H101 1.096, H102 1.095, H103 1.094
98 C 6.92352 5.55921 -3.04697  C97 1.520, C99 1.520, O100 1.425, H104 1.095
99 C 6.60058 6.54649 -4.15715  C98 1.520, H105 1.096, H106 1.095, H107 1.094
100 O 5.84557 5.52703 -2.11519  C98 1.425, H108 0.972
101 H 8.11180 6.92623 -1.85394  C97 1.096
102 H 8.41798 5.22761 -1.51793  C97 1.095
103 H 9.05646 5.95813 -3.00919  C97 1.094
104 H 7.02364 4.55262 -3.46723  C98 1.095
105 H 6.45085 7.55436 -3.75396  C99 1.096
106 H 5.66959 6.26696 -4.66190  C99 1.095
107 H 7.40426 6.58294 -4.89918  C99 1.094
108 H 5.74936 6.41684 -1.73691  O100 0.972
109 C 0.21526 -2.72767 2.72558  C110 1.520, H113 1.096, H114 1.095, H115 1.094
110 C -0.84658 -3.76520 2.39731  C109 1.520, C111 1.520, O112 1.425, H116 1.095
111 C -0.95031 -3.99688 0.89829  C110 1.520, H117 1.096, H118 1.095, H119 1.094
112 O -2.10713 -3.32469 2.89549  C110 1.425, H120 0.972
113 H -0.02730 -1.76104 2.27008  C109 1.096
114 H 0.27018 -2.56215 3.80687  C109 1.095
115 H 1.20032 -3.04452 2.36905  C109 1.094
116 H -0.60709 -4.70859 2.89983  C110 1.095
117 H -1.23416 -3.07518 0.37803  C111 1.096
118 H -1.72682 -4.73668 0.67607  C111 1.095
119 H -0.00017 -4.35174 0.48697  C111 1.094
120 H -2.32788 -2.48735 2.45475  O112 0.972

Properties
- calculated total energy (eV) = -61141.6363
- E_LUMO (eV) = -1.4

***

no.,largest force on an atom (eV Å⁻¹)
1,4.81
2,7.84